# 1
{"formula": "C5H9NO", "method": "ωB97M-V/def2-TZVPD", "symbols": ["C", "C", "C", "N", "C", "O", "C", "H", "H", "H", "H", "H", "H", "H", "H", "H"], "coordinates": [[-0.423499, -0.787517, 1.765912], [-1.670196, 1.471896, -0.981894], [0.582161, -0.817840, 0.850182], [1.426325, -1.924541, 0.665539], [1.382368, 0.705911, -1.009693], [-1.097398, 0.425279, -0.244927], [0.512719, 0.149996, -0.191892], [1.114361, -2.750987, 1.158500], [1.642898, -2.133408, -0.298274], [-0.618130, -1.638804, 2.402328], [-0.860904, 0.139480, 2.088338], [-2.760284, 1.386777, -0.912115], [-1.397785, 1.403038, -2.043008], [-1.352808, 2.451465, -0.603476], [2.435473, 0.517983, -0.865792], [1.084698, 1.401271, -1.779726]], "forces_ev_per_angstrom": [[1.749, -0.249, 0.598], [0.868, 0.296, -0.536], [-1.763, -1.624, 1.137], [0.139, 0.139, -0.027], [-0.250, 0.190, 0.043], [3.270, -0.693, -0.040], [-3.956, 2.016, -0.877], [0.114, 0.135, 0.049], [-0.090, 0.047, -0.027], [0.208, -0.179, 0.140], [-0.407, 0.021, -0.467], [0.251, -0.120, 0.162], [-0.074, 0.117, -0.026], [-0.097, 0.014, -0.057], [0.077, -0.080, 0.004], [-0.041, -0.030, -0.077]], "mulliken_charge": [-0.89, -0.74, 0.48, -0.53, -0.93, -0.32, 0.51, 0.21, 0.25, 0.28, 0.25, 0.25, 0.27, 0.31, 0.32, 0.28], "homo_energy_ha": -0.29715, "lumo_energy_ev": 0.981, "orbital_gap_ha": 0.33320, "relative_energy_kcal_mol": 82.9, "total_energy_ha": -325.805464, "smiles": "C=C(N)C(=C)OC", "fmax_ev_per_a": 4.526}

***

# 2
{"formula": "C5H9NO", "method": "ωB97M-V/def2-TZVPD", "symbols": ["C", "C", "O", "C", "N", "C", "C", "H", "H", "H", "H", "H", "H", "H", "H", "H"], "coordinates": [[-0.688620, -0.323021, 1.571091], [0.109901, -0.751785, 0.355926], [0.560959, -2.058864, 0.611630], [-0.627421, -0.497728, -1.010206], [0.384337, 0.539664, -1.318717], [0.281447, 1.892561, -1.009287], [1.115848, 0.256936, -0.196483], [-1.131712, 0.662978, 1.407040], [-0.037157, -0.280836, 2.447814], [-1.488331, -1.042749, 1.768621], [1.142055, -2.331636, -0.111644], [-1.647166, -0.110209, -0.957398], [-0.555361, -1.324735, -1.722186], [0.007466, 2.251958, -0.026563], [0.427285, 2.610349, -1.816440], [2.146471, 0.507119, 0.006799]], "forces_ev_per_angstrom": [[-0.046, 0.070, 0.056], [-0.191, 0.293, 0.100], [0.252, -0.003, -0.164], [-0.285, -0.153, -0.108], [0.235, -0.027, -0.031], [-0.098, 0.396, -0.038], [0.222, -0.183, -0.022], [0.042, -0.086, 0.052], [-0.060, 0.000, -0.107], [0.075, 0.079, -0.057], [-0.092, 0.042, 0.128], [0.058, -0.098, 0.012], [-0.031, 0.027, 0.167], [-0.313, -0.181, -0.059], [0.252, -0.101, 0.275], [-0.021, -0.077, -0.202]], "mulliken_charge": [-1.54, 1.30, -0.58, -0.63, -0.01, -0.65, -0.78, 0.35, 0.35, 0.38, 0.37, 0.31, 0.24, 0.25, 0.27, 0.36], "homo_energy_ha": [-0.27965, -0.27954], "lumo_energy_ev": [0.543, 0.543], "orbital_gap_ha": [0.29961, 0.29950], "relative_energy_kcal_mol": 121.9, "total_energy_ha": -325.743256, "fmax_ev_per_a": 0.410}

***

# 3
{"formula": "C5H9NO", "method": "ωB97M-V/def2-TZVPD", "symbols": ["C", "C", "N", "C", "C", "C", "O", "H", "H", "H", "H", "H", "H", "H", "H", "H"], "coordinates": [[1.188425, -0.599959, -0.383925], [-0.181947, -1.213914, -0.312326], [-0.805571, -1.137446, 1.012745], [-1.280959, -0.253161, -0.051849], [-0.781794, 1.162588, 0.055438], [0.708189, 1.152849, 0.384821], [1.510152, 2.033098, -0.193742], [1.906199, -1.043941, 0.309373], [1.579791, -0.665284, -1.411703], [1.543452, 0.738512, -0.533817], [-0.379726, -2.094745, -0.922023], [-1.450864, -1.911400, 1.144823], [-2.269595, -0.425376, -0.474460], [-1.290662, 1.725739, 0.847193], [-0.910651, 1.699716, -0.889449], [0.915559, 0.832725, 1.418904]], "forces_ev_per_angstrom": [[-0.002, -0.181, -0.011], [0.108, -0.066, -0.197], [-0.099, -0.144, 0.127], [-0.091, 0.181, -0.134], [0.062, 0.058, -0.028], [-0.380, -0.103, 0.331], [0.030, 0.194, 0.034], [-0.096, 0.086, -0.094], [0.001, 0.041, 0.073], [0.062, -0.304, -0.134], [0.036, 0.155, 0.125], [0.094, 0.099, -0.018], [0.194, 0.026, 0.089], [0.072, -0.076, -0.073], [-0.010, -0.082, 0.097], [0.020, 0.116, -0.187]], "mulliken_charge": [-1.12, 0.02, -0.57, -0.02, -0.83, 0.16, -0.75, 0.33, 0.40, 0.23, 0.42, 0.26, 0.44, 0.33, 0.29, 0.42], "homo_energy_ha": -0.32859, "lumo_energy_ev": 0.846, "orbital_gap_ha": 0.35967, "relative_energy_kcal_mol": 123.2, "total_energy_ha": -325.741183, "fmax_ev_per_a": 0.514}

***

# 4
{"formula": "C5H9NO", "method": "ωB97M-V/def2-TZVPD", "symbols": ["C", "N", "C", "C", "C", "O", "C", "H", "H", "H", "H", "H", "H", "H", "H", "H"], "coordinates": [[1.615691, 0.279759, -1.782031], [0.839808, -0.439159, -0.801468], [0.819212, -1.336211, 0.098869], [-0.506133, -0.857831, -0.301214], [-1.119765, -0.251627, 0.989901], [-2.105709, -0.988674, 1.334217], [-1.304331, 1.277456, 1.068777], [1.959694, 1.248230, -1.409188], [0.976344, 0.433932, -2.654029], [2.473551, -0.334794, -2.067313], [1.474993, -2.044881, 0.589371], [-0.075605, -0.416947, 1.631254], [-1.119024, -1.409502, -1.013342], [-1.778627, 1.465754, 2.037085], [-0.364984, 1.844058, 1.019911], [-1.988266, 1.630140, 0.287914]], "forces_ev_per_angstrom": [[0.101, 0.082, -0.063], [0.078, -0.225, 0.160], [0.148, -0.023, -0.428], [-0.335, -0.129, 0.087], [0.468, 0.239, -0.128], [-0.081, -0.122, 0.142], [-0.058, 0.042, -0.028], [-0.110, -0.133, 0.054], [0.138, 0.034, 0.122], [-0.084, 0.147, 0.068], [-0.113, 0.142, -0.071], [-0.278, 0.061, 0.053], [0.018, 0.078, 0.182], [0.122, 0.027, -0.147], [-0.100, -0.117, -0.066], [0.086, -0.102, 0.062]], "mulliken_charge": [-0.77, 0.08, -0.38, -0.09, 0.53, -0.78, -1.15, 0.31, 0.30, 0.32, 0.36, -0.04, 0.38, 0.33, 0.29, 0.31], "homo_energy_ha": [-0.26821, -0.26816], "lumo_energy_ev": [-0.149, -0.150], "orbital_gap_ha": [0.26272, 0.26264], "relative_energy_kcal_mol": 147.0, "total_energy_ha": -325.703242, "fmax_ev_per_a": 0.541}

***

# 5
{"formula": "C5H9NO", "method": "ωB97M-V/def2-TZVPD", "symbols": ["O", "C", "C", "H", "H", "H", "H", "C", "C", "C", "N", "H", "H", "H", "H", "H"], "coordinates": [[-0.729630, 2.035515, 0.719510], [-1.344684, 1.537593, -0.222674], [-1.134596, 1.936578, -1.654416], [-2.124046, 0.779428, -0.039507], [-1.213343, 3.051571, -1.732568], [-1.891122, 1.463920, -2.268682], [-0.108051, 1.638893, -2.005411], [0.757450, -0.515506, 0.703645], [-0.314009, -1.035745, 1.332313], [2.165555, -2.273173, 0.324451], [1.622562, -1.214947, -0.180581], [0.994846, 0.571960, 0.792981], [-0.493937, -2.133644, 1.397817], [-1.047487, -0.367490, 1.790433], [2.918171, -2.794446, -0.288331], [1.942322, -2.680506, 1.331021]], "forces_ev_per_angstrom": [[-1.211, -0.695, -1.579], [0.973, 1.186, 1.431], [0.752, 0.628, -0.122], [0.053, -0.045, 0.077], [0.111, -0.930, 0.033], [-0.010, -0.012, -0.288], [-0.950, 0.225, 0.380], [-0.737, 0.494, 0.180], [0.466, -0.307, -0.207], [-0.110, 0.857, -1.037], [0.886, -1.471, 1.917], [-0.368, -1.106, -0.342], [0.007, 0.988, -0.470], [0.515, -0.287, 0.208], [-0.517, 0.024, 0.235], [0.140, 0.452, -0.416]], "mulliken_charge": [-0.52, 0.17, -0.85, 0.36, 0.27, 0.31, 0.23, -0.13, -0.69, -0.32, -0.38, 0.40, 0.24, 0.36, 0.26, 0.29], "homo_energy_ha": -0.33961, "lumo_energy_ev": 0.943, "orbital_gap_ha": 0.37426, "relative_energy_kcal_mol": 70.4, "total_energy_ha": -325.825437, "smiles": "C=CN=C.CC=O", "fmax_ev_per_a": 2.574}

***

# 6
{"formula": "C5H9NO", "method": "ωB97M-V/def2-TZVPD", "symbols": ["C", "C", "C", "C", "O", "C", "N", "H", "H", "H", "H", "H", "H", "H", "H", "H"], "coordinates": [[-2.019137, -0.340243, -0.331529], [-0.550246, -0.519636, 0.067011], [0.177722, 0.834258, 0.148700], [1.678147, 0.716403, -0.072493], [1.886974, -0.002929, -1.275632], [-0.421585, -1.265416, 1.329360], [-0.313884, -1.851699, 2.321735], [-2.056895, 0.068438, -1.346466], [-2.526590, 0.360188, 0.339657], [-2.562707, -1.288682, -0.320237], [-0.043504, -1.114582, -0.700949], [-0.242801, 1.485823, -0.625564], [-0.010290, 1.315076, 1.116150], [2.149011, 0.208468, 0.781498], [2.108597, 1.726620, -0.143913], [2.786440, -0.347859, -1.274619]], "forces_ev_per_angstrom": [[-0.095, 0.006, -0.017], [0.007, -0.005, -0.047], [0.005, 0.084, -0.020], [-0.080, 0.197, 0.369], [0.292, -0.106, -0.100], [0.125, -0.486, 0.817], [-0.102, 0.591, -0.943], [-0.023, -0.052, 0.162], [0.067, -0.120, -0.056], [0.093, 0.121, 0.016], [-0.110, 0.044, 0.111], [0.060, -0.103, 0.048], [0.000, -0.055, -0.161], [-0.080, 0.003, -0.136], [-0.036, -0.181, 0.040], [-0.122, 0.065, -0.082]], "mulliken_charge": [-1.53, 0.63, -0.81, -0.51, -0.52, 0.13, -0.48, 0.39, 0.33, 0.40, 0.28, 0.36, 0.36, 0.36, 0.30, 0.31], "homo_energy_ha": -0.39454, "lumo_energy_ev": 0.762, "orbital_gap_ha": 0.42255, "relative_energy_kcal_mol": 24.6, "total_energy_ha": -325.898409, "smiles": "C[C@H](C#N)CCO", "fmax_ev_per_a": 1.118}

***

# 7
{"formula": "C5H9NO", "method": "ωB97M-V/def2-TZVPD", "symbols": ["N", "C", "C", "C", "C", "C", "O", "H", "H", "H", "H", "H", "H", "H", "H", "H"], "coordinates": [[2.721219, 0.951134, 0.404968], [1.434334, 0.667071, -0.088647], [2.039702, -0.460263, 0.083102], [-0.988283, -1.407395, 0.154995], [-1.503899, -0.101460, -0.450735], [-0.846765, 1.171996, 0.058654], [0.457678, 1.459342, -0.470904], [3.309301, 1.270134, -0.368741], [0.000036, -1.665778, -0.231132], [2.136850, -1.404671, 0.599212], [-0.919503, -1.334813, 1.247731], [-1.662424, -2.235044, -0.086051], [-1.422342, -0.129583, -1.544250], [-2.570380, 0.007781, -0.212901], [-0.766861, 1.164490, 1.153491], [-1.418661, 2.047054, -0.248785]], "forces_ev_per_angstrom": [[0.124, 0.331, -0.057], [0.061, -0.098, -0.175], [-0.016, 0.123, 0.297], [0.009, -0.045, 0.013], [-0.043, 0.020, -0.044], [-0.354, -0.029, 0.104], [0.261, -0.208, 0.182], [0.178, -0.398, 0.014], [-0.191, 0.006, 0.042], [0.009, 0.300, -0.233], [-0.018, -0.022, -0.183], [0.068, 0.123, 0.029], [-0.058, 0.030, 0.141], [0.126, -0.033, -0.066], [-0.071, -0.001, -0.149], [-0.085, -0.099, 0.086]], "mulliken_charge": [-0.57, 0.60, -0.55, -1.03, -0.30, -0.46, -0.34, 0.22, 0.19, 0.35, 0.32, 0.35, 0.26, 0.33, 0.37, 0.26], "homo_energy_ha": -0.29687, "lumo_energy_ev": 0.953, "orbital_gap_ha": 0.33190, "relative_energy_kcal_mol": 110.1, "total_energy_ha": -325.762093, "smiles": "CCCOC1=CN1", "fmax_ev_per_a": 0.436}